(1)
The following is a quantum chemistry calculation of a structure of composition C6H11ClFI, from OMol25.

Results
E_HOMO, eV: -9.5
Energy relative to the best compared isomer or geometry (same formula, charge and spin), kJ/mol: 0.00
Net charge: 0

The geometry in XYZ format:
```
20
C6H11ClFI, DFT the ωB97M-V functional and the def2-TZVPD basis
C 2.464 -0.281 -1.403
C -0.955 1.290 1.336
C -2.099 -0.886 0.671
C 1.315 0.413 -0.638
C -1.068 0.114 0.330
C 0.364 -0.557 -0.023
F 0.075 -1.583 -0.842
Cl 1.082 -1.282 1.440
I -2.002 1.014 -1.493
H 2.173 -0.760 -2.376
H 2.871 -0.955 -0.822
H 3.198 0.330 -1.745
H -0.271 2.049 0.987
H -0.485 0.874 2.214
H -1.963 1.830 1.221
H -2.364 -1.596 -0.115
H -3.008 -0.388 0.899
H -1.867 -1.648 1.385
H 1.704 0.987 0.257
H 0.833 1.035 -1.283
```

---

(2)
The following is a quantum chemistry calculation of the ion C6H11F3N3 with charge +1, from OMol25.

Results
E_HOMO, eV: -14.7
Energy relative to the best compared isomer or geometry (same formula, charge and spin), kJ/mol: 129.69
Net charge: +1
SMILES string: NC1=[NH+][C@H](CCC(F)(F)F)CN1

The geometry in XYZ format:
```
23
C6H11F3N3, DFT the ωB97M-V functional and the def2-TZVPD basis
N -2.080 -1.386 -2.061
C -0.998 -0.892 -1.430
N 0.305 -1.225 -1.622
C 0.726 -1.673 -0.229
C -0.130 -0.697 0.627
C 0.774 0.200 1.509
C 0.401 1.694 1.502
C 1.073 2.484 0.376
F 0.140 2.947 -0.455
F 1.902 1.755 -0.373
F 1.773 3.486 0.866
N -0.969 0.001 -0.426
H -2.484 -2.230 -1.682
H -2.474 -1.025 -2.917
H 0.263 -2.019 -2.262
H 1.802 -1.646 -0.160
H 0.240 -2.642 -0.107
H -0.880 -1.146 1.275
H 1.824 0.067 1.261
H 0.665 -0.154 2.536
H 0.715 2.128 2.448
H -0.677 1.793 1.403
H -1.909 0.182 -0.080
```

---

(3)
The following is a quantum chemistry calculation of a cluster of 2 separate species, C6H11F3NO2 in total, from OMol25.

Results
E_HOMO (alpha / beta), eV: -11.2 / -11.8
Net charge: +1

The geometry in XYZ format:
```
23
C6H11F3NO2, DFT the ωB97M-V functional and the def2-TZVPD basis
C -4.142 -1.159 0.439
C 3.578 -1.271 -0.110
C -0.307 0.764 0.858
C 2.342 -0.576 0.308
C 0.044 2.205 0.459
C 0.064 -0.244 -0.198
N -0.724 -0.120 -1.453
O -3.087 -1.061 -0.091
O 1.324 -0.591 -0.460
F -5.078 -0.246 0.246
F 1.319 2.280 0.022
F -0.732 2.563 -0.610
H 3.430 -2.352 -0.109
H 3.865 -0.983 -1.122
H 4.387 -1.034 0.573
H 0.194 0.522 1.795
H -1.382 0.721 1.035
H 2.286 -0.109 1.284
H -4.505 -1.946 1.111
H -0.104 2.948 1.253
H -0.734 0.840 -1.843
H -0.338 -0.759 -2.157
H -1.700 -0.395 -1.231
```

---

(4)
The following is a quantum chemistry calculation of a cluster of 3 separate species, C6H11F3O4 in total, from OMol25.

Results
E_HOMO (alpha / beta), eV: -4.7 / -3.8
Net charge: -1
Multiplicity: 2

The geometry in XYZ format:
```
24
C6H11F3O4, DFT the ωB97M-V functional and the def2-TZVPD basis
C 2.760 0.959 0.143
F 3.471 2.097 0.264
F 2.889 1.336 -1.705
F 1.452 1.364 0.123
O 2.951 -0.342 -0.064
C 2.174 -1.409 0.477
C 0.905 -1.737 -0.270
O -0.144 -0.954 0.232
C -1.371 -1.167 -0.419
C -2.361 -0.116 0.013
O -2.014 1.123 -0.548
C -2.820 2.182 -0.104
H 1.953 -1.202 1.531
H 2.841 -2.278 0.445
H 0.697 -2.815 -0.126
H 1.036 -1.564 -1.354
H -1.774 -2.164 -0.161
H -1.240 -1.129 -1.515
H -2.378 -0.049 1.117
H -3.371 -0.421 -0.320
H -2.496 3.091 -0.625
H -3.884 1.999 -0.337
H -2.716 2.331 0.985
O 3.442 0.864 2.218
```

---

(5)
The following is a quantum chemistry calculation of a structure of composition C6H11F4N2O6S2, from OMol25.

Results
E_HOMO, eV: -5.8
Energy relative to the best compared isomer or geometry (same formula, charge and spin), kJ/mol: 0.00
Net charge: -1

The geometry in XYZ format:
```
31
C6H11F4N2O6S2, DFT the ωB97M-V functional and the def2-TZVPD basis
C -0.642 -2.135 -1.699
C 0.088 -0.817 -1.671
F 0.028 -0.211 -2.918
S 1.825 -0.933 -1.068
O 1.660 -0.543 0.318
O 2.608 -0.075 -1.922
N 2.221 -2.456 -1.086
S 2.972 -3.131 -2.309
N 2.263 -2.545 -3.713
O 2.660 -4.538 -2.277
O 4.357 -2.743 -2.393
H -0.245 -2.770 -2.486
H -0.509 -2.645 -0.746
H -1.707 -1.961 -1.871
H -0.369 -0.135 -0.951
H 1.801 -3.301 -4.200
H 2.941 -2.063 -4.287
C 0.407 2.601 1.863
C -0.287 2.167 3.128
O -1.663 2.642 3.168
C -2.555 1.935 2.500
O -2.393 0.929 1.878
C -3.952 2.584 2.668
F -3.916 3.910 2.475
F -4.413 2.364 3.913
F -4.823 2.063 1.807
H 0.346 3.684 1.741
H 1.455 2.304 1.901
H -0.032 2.120 0.991
H 0.160 2.616 4.012
H -0.284 1.083 3.236
```

---

(6)
The following is a quantum chemistry calculation of the molecule C6H11I, from OMol25.

Results
E_HOMO, eV: -9.0
Energy relative to the best compared isomer or geometry (same formula, charge and spin), kJ/mol: 42.54
Net charge: 0
SMILES string: C[C@H](I)[C@H]1C[C@@H]1C

The geometry in XYZ format:
```
18
C6H11I, DFT the ωB97M-V functional and the def2-TZVPD basis
C -1.475 -0.774 0.372
C -0.741 0.474 0.795
C -0.421 -0.352 -0.565
C -1.213 1.851 0.677
C 2.133 -0.313 -0.276
C 1.010 -1.176 -0.674
I 1.170 -1.992 -2.688
H -1.316 -1.563 1.083
H -2.565 -0.608 0.101
H 0.063 0.280 1.464
H -0.829 0.132 -1.575
H -2.001 1.936 -0.251
H -0.351 2.536 0.608
H -1.861 2.156 1.550
H 3.035 -0.526 -0.864
H 2.406 -0.624 0.678
H 1.896 0.684 -0.384
H 1.061 -2.121 -0.049
```

---

(7)
The following is a quantum chemistry calculation of the ion C6H11IN with charge +1, from OMol25.

Results
E_HOMO, eV: -13.2
Energy relative to the best compared isomer or geometry (same formula, charge and spin), kJ/mol: 199.72
Net charge: +1
SMILES string: CC1(C)[NH2+][C@H]2C[C@]21I

The geometry in XYZ format:
```
19
C6H11IN, DFT the ωB97M-V functional and the def2-TZVPD basis
C -0.355 -1.913 -0.256
C -0.751 -0.894 -1.186
C -0.856 -0.631 0.297
C 0.171 0.516 0.277
C 1.407 0.016 0.993
C -0.130 1.965 0.525
N 0.160 0.145 -1.483
I -2.667 -0.466 1.521
H -1.201 -2.677 -0.235
H 0.530 -2.494 -0.085
H -1.465 -1.131 -2.003
H 2.221 0.737 0.943
H 1.657 -0.958 0.633
H 1.083 0.119 2.014
H 0.731 2.519 0.593
H -0.323 1.978 1.577
H -0.908 2.347 -0.084
H 0.940 -0.058 -2.072
H -0.243 0.879 -1.970
```

---

(8)
The following is a quantum chemistry calculation of the molecule C6H11IO6, from OMol25.

Results
E_HOMO (alpha / beta), eV: -8.1 / -7.5
Net charge: 0

The geometry in XYZ format:
```
24
C6H11IO6, DFT the ωB97M-V functional and the def2-TZVPD basis
C -0.791 -2.065 -0.485
C 0.479 -2.338 -1.111
C 0.275 0.956 0.275
C -0.754 -1.233 0.890
C 1.176 0.280 -0.663
C -0.282 2.298 -0.235
O -0.919 0.127 0.490
O -1.681 -1.456 -1.356
O 1.445 -3.069 -0.491
O 0.297 -1.543 1.740
O 1.307 0.699 -1.966
O 0.834 3.188 -0.361
I 3.291 -0.036 0.158
H -1.313 -3.028 -0.300
H 0.635 -2.087 -2.106
H 0.679 1.148 1.258
H -1.791 -1.540 1.317
H -1.217 2.679 0.489
H -0.531 2.115 -1.291
H -1.563 -0.552 -1.163
H 1.090 -3.399 0.291
H 1.173 -1.330 1.321
H 1.252 1.676 -2.234
H 1.602 2.931 0.280
```